1.
Molecular formula: C13H11BrI2N2O4OsS
Method: DFT, ωB97M-V/def2-TZVPD

XYZ file:
```
35
C13H11BrI2N2O4OsS | OMol25 | ωB97M-V/def2-TZVPD
Os 0.80400 0.63761 -0.97371
O 2.03815 -1.20707 -0.95378
S 3.01342 -0.15696 -1.48412
O 4.32149 -0.44867 -1.86976
O 1.99061 0.45223 -2.55240
O 2.78683 0.91533 -0.38732
Br 1.58766 0.26587 6.38579
C 1.09259 0.07295 4.60528
C 1.88225 0.60901 3.60483
C 1.49493 0.48357 2.27699
C 0.31839 -0.17517 1.95402
C -0.46953 -0.72090 2.96165
C -0.07993 -0.59932 4.28230
N -0.12019 -0.28330 0.55273
C -1.04071 -1.12546 0.24163
C -1.44605 -1.24071 -1.13819
C -2.30228 -2.20546 -1.61925
C -2.53288 -2.25075 -2.98581
C -1.90233 -1.32491 -3.80012
C -1.06376 -0.37780 -3.24167
N -0.84085 -0.31900 -1.91710
H 2.80333 1.11693 3.85430
H 2.15484 0.86127 1.51668
H -1.40301 -1.22519 2.75555
H -0.69307 -1.02242 5.06621
H -1.48561 -1.77036 0.98603
H -2.76148 -2.91320 -0.94137
H -3.18446 -3.00485 -3.40738
H -2.04288 -1.33463 -4.87208
H -0.54951 0.33228 -3.86004
I 0.11808 2.72711 0.55114
C -0.69881 3.79345 -1.02392
I 0.39450 2.97410 -2.59870
H -0.41632 4.83148 -0.88930
H -1.76742 3.63295 -1.07908
```

Properties
- LUMO level: -0.3362 Eh
- F_max: 1.83 eV/Å
- Orbital gap: 0.19726 hartree
- Charge: +2
- Calculated total energy: -124357.607 eV
- HOMO level: -14.5 eV

***

2.
Molecular formula: C24H24FN5O2S
Method: DFT, ωB97M-V/def2-TZVPD

XYZ file:
```
57
C24H24FN5O2S | OMol25 | ωB97M-V/def2-TZVPD
C -2.98102 -3.39258 1.19697
O -3.19390 -2.47873 0.15026
C -3.34448 -1.14979 0.60375
C -3.73431 -0.27474 -0.60238
N -3.07149 0.99869 -0.55610
C -3.46823 2.05724 0.22959
C -4.77462 2.07663 0.93913
C -2.48707 2.99959 0.20144
C -1.44260 2.50936 -0.63516
C -0.12298 3.05510 -0.83484
O 0.63376 2.73060 -1.73480
C 0.36115 3.99144 0.26584
S 1.75281 3.16308 1.11906
C 1.13789 1.53430 1.13539
N -0.04807 1.12612 1.49352
N -0.11499 -0.18788 1.26623
C 1.03042 -0.59090 0.77378
C 1.36263 -1.95759 0.42775
C 2.65723 -2.46335 0.54417
C 2.89166 -3.78334 0.20350
C 1.82380 -4.55491 -0.23115
N 0.59057 -4.08858 -0.33460
C 0.36455 -2.83079 -0.01775
N 1.88236 0.48017 0.67081
C 3.14887 0.56039 0.06994
C 3.30750 0.24761 -1.27473
C 4.54978 0.36522 -1.86918
C 5.63945 0.80226 -1.13344
C 5.49677 1.11660 0.20685
C 4.25426 0.99279 0.79799
F 4.11586 1.26026 2.10997
C -1.85993 1.26280 -1.09746
C -1.15142 0.31462 -1.99219
H -2.78787 -4.35667 0.73180
H -2.11945 -3.10251 1.80941
H -3.86491 -3.46351 1.84342
H -4.11536 -1.10957 1.38720
H -2.39714 -0.78567 1.03329
H -4.81470 -0.12234 -0.63696
H -3.43357 -0.81002 -1.50466
H -4.82999 1.27899 1.67878
H -5.60388 1.95711 0.24118
H -4.88998 3.02808 1.45017
H -2.52578 3.95179 0.69132
H -0.40211 4.22412 1.00107
H 0.79956 4.89713 -0.15208
H 3.46260 -1.84490 0.91323
H 3.88123 -4.20535 0.28397
H 1.95612 -5.59335 -0.50397
H -0.65551 -2.49109 -0.12168
H 2.44813 -0.07374 -1.84281
H 4.66324 0.12462 -2.91437
H 6.60552 0.90075 -1.60322
H 6.32913 1.45694 0.80175
H -0.17778 0.72875 -2.24007
H -1.02703 -0.65823 -1.51795
H -1.70667 0.17698 -2.92093
```

Properties
- LUMO level: 0.0155 Eh
- F_max: 1.24 eV/Å
- Orbital gap: 0.30427 hartree
- Charge: 0
- Calculated total energy: -50375.212 eV
- HOMO level: -7.9 eV
- SMILES string: COCCn1c(C)cc(C(=O)CSc2nnc(-c3cccnc3)n2-c2ccccc2F)c1C

***

3.
Molecular formula: H30O15
Method: DFT, ωB97M-V/def2-TZVPD

XYZ file:
```
45
H30O15 | OMol25 | ωB97M-V/def2-TZVPD
H 1.20862 -0.75201 0.69633
H 0.24486 0.11591 -0.09609
H 1.64293 4.03699 -1.07504
H 1.21350 3.49443 0.27820
H -2.89406 2.18535 -2.09563
H -3.17949 1.28711 -3.28800
H -4.20460 0.53476 -0.49794
H -4.18717 1.10019 0.91274
H 2.97227 1.64463 3.50390
H 2.30714 0.36322 3.97891
H 3.33663 -1.17769 0.76226
H 3.31966 0.09191 1.59765
H -0.67138 0.18575 4.51505
H -0.29629 -0.17604 5.94280
H 6.07924 0.16770 0.49293
H 5.77589 -1.10126 -0.28665
H -1.70035 -2.18476 -1.35697
H -0.84339 -3.14097 -2.17018
H -0.23702 2.97591 -3.27550
H 0.11864 2.62829 -4.71172
H -3.35257 -1.52759 -1.32826
H -2.61530 -0.25913 -0.93140
H 2.67674 0.58578 -1.57672
H 1.19884 0.86304 -1.79798
H -2.28245 -3.02742 0.37473
H -3.26880 -2.04592 0.98612
H 0.63961 -1.21440 3.11986
H -0.24682 -2.31993 3.66949
H -1.02373 -0.14298 -3.19780
H -0.10134 -1.13823 -3.88244
O 0.55427 -0.79286 -0.01017
O 0.86375 3.76055 -0.57962
O -3.13538 2.21427 -3.02833
O -4.59159 0.40941 0.37585
O 3.17055 0.74286 3.78045
O 2.83554 -0.72878 1.45246
O -0.69690 -0.54218 5.14629
O 5.36650 -0.44986 0.29392
O -1.08953 -2.92450 -1.26379
O -0.60749 2.59335 -4.07887
O -3.11977 -0.65061 -1.65338
O 1.80019 0.31514 -1.28110
O -2.86178 -2.90674 1.13552
O 0.66764 -2.01572 3.65473
O -0.78582 -1.07696 -3.20662
```

Properties
- LUMO level: -0.0204 Eh
- F_max: 3.74 eV/Å
- Orbital gap: 0.31890 hartree
- Charge: 0
- Calculated total energy: -31196.958 eV
- HOMO level: -9.2 eV

***

4.
Molecular formula: C4H2IN3
Method: DFT, ωB97M-V/def2-TZVPD

XYZ file:
```
10
C4H2IN3 | OMol25 | ωB97M-V/def2-TZVPD
C 0.43107 2.30604 -0.11381
C -0.39268 1.49631 -2.37028
C -0.02079 1.95603 -1.33552
C -0.24229 -1.17656 0.60453
N 0.87846 2.78395 0.83382
N 0.18832 -2.08073 1.28366
N 0.93094 -2.61457 2.05181
I -1.88052 -1.22414 -0.69195
H -0.75069 1.43018 -3.31099
H 0.85819 -2.87652 3.04873
```

Properties
- LUMO level (alpha / beta): -0.0267 / -0.0267 Eh
- F_max: 3.64 eV/Å
- Orbital gap (alpha / beta): 0.29970 / 0.29969 hartree
- Charge: 0
- Calculated total energy: -16744.585 eV
- HOMO level (alpha / beta): -8.9 / -8.9 eV

***

What is the charge in the fourth record? 0